No. 1
A 2-piece molecular cluster, C4H12N2O overall, computed with wB97M-V/def2-TZVPD.

Results
Highest occupied orbital energy   -9.27 eV
Energy relative to the best compared isomer or geometry (same formula, charge and spin)   214.3 kJ/mol
SMILES string   C=NCCCN.O
Orbital gap   10.27 eV

```
! wB97M-V def2-TZVPD RIJCOSX def2/J DEFGRID3
* xyz 0 1
C 0.142 -2.675 1.178
N -0.084 -1.445 1.258
C 0.944 -0.542 0.776
C 0.561 0.480 -0.294
C 0.255 1.824 0.351
N -0.474 2.726 -0.550
H 1.152 -3.072 1.001
H -0.634 -3.403 1.351
H 1.753 -1.155 0.352
H 1.400 -0.036 1.621
H 1.409 0.617 -0.957
H -0.274 0.080 -0.865
H -0.517 1.529 1.075
H 1.036 2.282 0.961
H -0.477 3.683 -0.220
H 0.015 2.794 -1.442
O -1.822 -1.433 -1.710
H -2.298 -0.735 -1.257
H -2.090 -1.520 -2.627
*
```



No. 2
One molecule with the formula C5H8N2OS, computed with wB97M-V/def2-TZVPD.

Results
Highest occupied orbital energy   -9.10 eV
Energy relative to the best compared isomer or geometry (same formula, charge and spin)   373.3 kJ/mol
Orbital gap   9.29 eV

```
! wB97M-V def2-TZVPD RIJCOSX def2/J DEFGRID3
* xyz 0 1
C -0.168 -1.652 0.055
C -1.577 -1.767 -0.354
C 0.439 -0.452 0.194
C 1.839 -0.213 0.614
C 0.337 1.938 -0.793
N -2.453 -0.813 -0.421
N -0.378 0.816 -0.279
O -2.152 0.775 1.549
S -2.062 0.773 0.085
H 0.152 -2.567 0.479
H -1.848 -2.764 -0.593
H 2.049 -1.071 1.263
H 1.791 0.612 1.269
H 2.372 -0.269 -0.253
H 1.139 1.669 -1.396
H -0.365 2.465 -1.318
H 0.886 2.521 -0.103
*
```



No. 3
C40H44IrN4O2P as an isolated structure, computed with wB97M-V/def2-TZVPD.

Results
Highest occupied orbital energy (spin up / spin down)   -9.10 / -10.06 eV
Energy relative to the best compared isomer or geometry (same formula, charge and spin)   207.0 kJ/mol
Orbital gap (spin up / spin down)   4.33 / 5.54 eV
Expectation value of S²   0.805

```
! wB97M-V def2-TZVPD RIJCOSX def2/J DEFGRID3
* xyz 1 2
Ir -0.345 -1.068 -0.969
C 3.273 1.906 4.608
C 2.002 1.991 3.771
C 1.218 0.646 3.558
C 0.723 0.185 4.908
C -0.526 -0.107 5.300
C -1.762 -0.288 4.561
C -1.933 -0.486 3.222
C -3.308 -0.893 2.707
C -3.911 -2.148 3.334
C -0.857 -0.248 2.298
N -0.711 -1.107 1.222
C -1.080 -2.357 1.542
C -1.412 -3.284 0.566
C -1.923 -4.596 0.573
C -2.150 -4.924 -0.752
C -1.759 -3.812 -1.526
N -1.324 -2.840 -0.731
H 3.710 2.899 4.703
H 4.023 1.265 4.143
H 3.088 1.539 5.616
H 2.258 2.393 2.787
H 1.297 2.688 4.233
H 1.486 0.160 5.678
H -0.635 -0.291 6.364
H -2.639 -0.417 5.186
H -3.275 -0.998 1.622
H -3.975 -0.049 2.908
H -3.294 -3.029 3.155
H -4.896 -2.345 2.912
H -4.029 -2.039 4.412
H -1.141 -2.629 2.589
H -2.115 -5.204 1.443
H -2.560 -5.844 -1.135
H -1.785 -3.694 -2.599
C 1.224 -2.754 -4.592
C 0.929 -2.375 -3.174
N -0.005 -1.516 -2.894
O -0.756 -0.953 -3.910
C 1.657 -2.928 -2.068
C 2.636 -4.052 -2.172
N 1.319 -2.425 -0.886
O 1.824 -2.870 0.171
H 1.570 -1.883 -5.157
H 0.342 -3.166 -5.087
H 2.010 -3.500 -4.636
H -0.352 -1.206 -4.752
H 3.651 -3.706 -2.380
H 2.352 -4.765 -2.945
H 2.657 -4.572 -1.216
C 0.028 2.132 -4.398
C 1.363 2.281 -3.717
C 2.401 2.848 -4.455
C 3.645 3.094 -3.904
C 3.881 2.789 -2.573
C 2.868 2.226 -1.818
C 1.613 1.949 -2.375
P 0.363 1.178 -1.307
C 1.003 1.195 0.412
C 1.905 0.109 0.548
C 2.478 -0.530 1.682
C 2.190 -0.319 2.980
C 0.007 0.944 2.654
C 0.278 1.743 1.424
C -0.427 3.051 1.338
C -1.161 2.103 -1.447
C -1.234 3.478 -1.677
C -2.458 4.113 -1.625
C -3.601 3.370 -1.329
C -3.527 2.001 -1.148
C -2.304 1.330 -1.245
C -2.222 -0.173 -1.249
H 0.170 1.791 -5.425
H -0.475 3.101 -4.446
H -0.640 1.440 -3.901
H 2.214 3.111 -5.490
H 4.425 3.537 -4.509
H 4.842 2.994 -2.121
H 3.052 2.020 -0.773
H 2.372 -0.199 -0.381
H 3.220 -1.279 1.450
H 2.770 -0.890 3.700
H -0.630 1.567 3.283
H -0.313 3.570 2.293
H -1.502 2.909 1.178
H -0.040 3.682 0.544
H -0.330 4.044 -1.875
H -2.529 5.179 -1.796
H -4.560 3.868 -1.264
H -4.429 1.429 -0.963
H -2.553 -0.497 -2.241
H -2.945 -0.591 -0.542
*
```



No. 4
A 11-piece molecular cluster, H20NO13 overall, computed with wB97M-V/def2-TZVPD.

Results
Highest occupied orbital energy   -6.79 eV
Energy relative to the best compared isomer or geometry (same formula, charge and spin)   464.3 kJ/mol
Orbital gap   9.55 eV

```
! wB97M-V def2-TZVPD RIJCOSX def2/J DEFGRID3
* xyz -1 1
N 0.273 -0.006 -0.445
O -0.200 0.729 -1.346
O -0.217 0.211 0.641
O 0.451 -1.122 -0.802
O -2.675 -0.753 -0.463
H -2.157 -0.750 0.249
H -3.087 0.083 -0.623
O -2.892 0.433 2.387
H -3.202 0.282 3.417
H -1.927 0.501 2.273
O -0.669 -1.229 -3.542
H -1.471 -0.861 -3.299
H -0.328 -0.963 -2.741
O 3.230 -1.320 -0.787
H 3.058 -0.822 -1.676
H 3.788 -2.195 -0.890
O -0.005 2.481 2.566
H -0.099 2.023 1.670
H 0.338 3.352 2.234
O 2.910 0.963 2.510
H 2.927 0.097 2.162
H 2.152 1.362 2.068
O 0.425 -4.071 -1.694
H 0.323 -4.382 -0.779
H 0.617 -3.137 -1.700
O -2.642 1.989 -1.333
H -1.843 1.515 -1.234
H -3.264 1.584 -2.015
O 1.761 3.177 -1.734
H 2.369 2.792 -1.214
H 1.099 2.598 -1.376
O 0.326 -1.874 2.462
H 0.023 -1.196 1.769
H 0.602 -1.501 3.296
*
```



No. 5
A 2-piece molecular cluster, C27H44FN3O8P overall, computed with wB97M-V/def2-TZVPD.

Results
Highest occupied orbital energy   -5.00 eV
Orbital gap   7.62 eV

```
! wB97M-V def2-TZVPD RIJCOSX def2/J DEFGRID3
* xyz -1 1
C -4.696 4.692 0.556
C -3.691 4.732 1.701
O -2.624 3.838 1.534
C -2.892 2.511 1.979
C -1.585 1.748 2.209
O -1.555 0.558 1.478
P -0.404 0.325 0.226
C -0.918 1.764 -0.885
C -0.226 3.127 -0.723
C 1.321 3.118 -0.724
C 1.855 3.504 0.635
O 3.315 3.449 0.610
C 3.904 3.789 1.761
O 3.786 4.842 2.324
C -1.655 -0.872 -0.663
C -2.814 -1.387 0.121
C -2.676 -2.467 0.987
C -3.743 -2.953 1.718
C -4.993 -2.365 1.605
C -5.152 -1.301 0.735
C -4.082 -0.825 0.003
O 0.795 -0.150 -1.026
C 1.719 -1.023 -0.694
O 1.842 -1.943 -1.703
O 3.078 -0.275 -0.683
C 3.493 0.074 -1.844
N 3.867 0.412 -2.883
C 1.454 -1.578 0.757
C 2.641 -1.238 1.699
C 2.726 0.191 2.213
N 1.693 0.561 3.203
C 1.373 -3.127 0.832
C 0.768 -3.595 2.154
F 0.613 -3.688 -0.200
O 0.258 -1.035 1.180
H -5.317 5.590 0.606
H -4.183 4.690 -0.403
H -5.368 3.839 0.630
H -4.217 4.551 2.646
H -3.257 5.732 1.761
H -3.487 1.966 1.241
H -3.473 2.568 2.906
H -0.740 2.410 2.012
H -1.528 1.493 3.273
H 0.547 1.115 0.905
H -0.755 1.446 -1.917
H -1.997 1.921 -0.786
H -0.581 3.661 0.157
H -0.539 3.746 -1.568
H 1.679 3.885 -1.414
H 1.726 2.161 -1.046
H 1.550 4.521 0.886
H 1.499 2.841 1.424
H 4.571 3.012 2.161
H -1.065 -1.729 -0.986
H -2.032 -0.378 -1.558
H -1.704 -2.927 1.076
H -3.581 -3.800 2.373
H -5.831 -2.730 2.184
H -6.124 -0.833 0.633
H -4.214 0.012 -0.672
H 2.353 -2.714 -1.427
H 3.568 -1.490 1.187
H 2.594 -1.898 2.572
H 3.711 0.334 2.663
H 2.667 0.894 1.384
H 1.016 -0.181 3.320
H 2.119 0.733 4.103
H 2.386 -3.529 0.736
H -0.154 -4.132 1.947
H 1.442 -4.272 2.679
H 0.538 -2.762 2.810
C 2.409 -2.238 -5.268
C 2.671 -3.690 -5.659
C 2.083 -4.682 -4.647
C 2.735 -4.562 -3.349
N 3.288 -4.435 -2.353
H 2.888 -1.976 -4.324
H 2.794 -1.562 -6.031
H 1.340 -2.049 -5.158
H 3.745 -3.862 -5.755
H 2.226 -3.900 -6.634
H 2.190 -5.710 -4.996
H 1.016 -4.494 -4.516
*
```



No. 6
A 2-piece molecular cluster, CH3BrO overall, computed with wB97M-V/def2-TZVPD.

Results
Highest occupied orbital energy   -10.30 eV
Energy relative to the best compared isomer or geometry (same formula, charge and spin)   48.7 kJ/mol
SMILES string   C=O.Br
Orbital gap   10.90 eV

```
! wB97M-V def2-TZVPD RIJCOSX def2/J DEFGRID3
* xyz 0 1
C -1.044 0.864 0.949
O -0.044 1.453 1.222
H -1.649 0.337 1.704
H -1.442 0.808 -0.079
Br 2.757 -1.638 -1.704
H 1.422 -1.823 -2.091
*
```



no.,F_max (eV/Å)
1,2.62
2,5.57
3,0.68
4,7.71
5,1.19
6,0.56